(1)
Molecular formula: C4H7NO
Method: DFT, the ωB97M-V functional and the def2-TZVPD basis

As for the spin multiplicity: 1. The structure (SMILES) is c1cc[nH]c1.O. The value obtained for the HOMO-LUMO gap is 8.479 eV. The calculation puts the HOMO energy at -0.2943 hartree.

Atoms and positions in Å:
C: 0.90096 -0.05817 1.65508
C: 1.77536 -0.72369 0.73494
C: 1.18378 -0.61646 -0.49562
N: 0.04147 0.11672 -0.38396
C: -0.09627 0.50948 0.92161
H: 0.89627 -0.00624 2.73090
H: 2.82628 -0.80607 0.93276
H: 1.50628 -0.98749 -1.45208
H: -0.63678 0.20643 -1.12424
H: -1.03391 0.97438 1.19496
O: -2.54794 0.53101 -1.63025
H: -3.30562 -0.07545 -1.58358
H: -2.90032 1.40774 -1.81439

(2)
Molecular formula: C4H7NO
Method: DFT, the ωB97M-V functional and the def2-TZVPD basis

As for the spin multiplicity: 1. The value obtained for the HOMO-LUMO gap (spin up / spin down) is 7.727 / 7.728 eV. The calculation puts the HOMO energy (spin up / spin down) at -0.3048 / -0.3048 hartree.

Atoms and positions in Å:
C: 1.46352 -0.18886 -0.45400
N: 0.04638 0.10454 -0.61871
C: -0.90523 1.37687 0.61890
C: -0.68413 0.03358 0.79700
C: -0.89113 -1.05721 -0.46884
O: -0.49111 -2.21202 -0.28271
H: 1.94747 0.64773 0.05213
H: 1.85566 -0.27025 -1.47276
H: 1.62894 -1.13336 0.07489
H: -0.52007 2.12940 1.31405
H: -1.52165 1.73619 -0.20633
H: -0.09957 -0.37081 1.62321
H: -1.82908 -0.79581 -0.97682

(3)
Molecular formula: C4H7NO
Method: DFT, the ωB97M-V functional and the def2-TZVPD basis

As for the spin multiplicity: 1. The value obtained for the HOMO-LUMO gap (spin up / spin down) is 8.382 / 8.380 eV. The calculation puts the HOMO energy (spin up / spin down) at -0.2765 / -0.2765 hartree.

Atoms and positions in Å:
C: 0.28588 -1.50980 -0.41469
O: -0.68678 -0.97316 0.33469
C: -0.77547 0.43668 0.31476
C: 0.29454 1.13954 1.14325
C: -0.60834 0.86290 -1.15958
N: -0.01255 0.06750 -1.88069
H: 1.31580 -1.28983 -0.12030
H: 0.21675 -0.82760 -2.29171
H: 0.07304 -2.55111 -0.65679
H: -1.77377 0.67915 0.68630
H: 0.24754 0.80353 2.18345
H: 1.29718 0.94280 0.75074
H: 0.12619 2.21940 1.11057

(4)
Molecular formula: C4H7NO
Method: DFT, the ωB97M-V functional and the def2-TZVPD basis

As for the spin multiplicity: 1. The value obtained for the HOMO-LUMO gap is 9.109 eV. The calculation puts the HOMO energy at -0.3067 hartree.

Atoms and positions in Å:
N: 2.13853 0.96391 0.44284
C: 1.35084 0.04413 0.11690
O: 0.06156 0.32655 -0.26462
C: -0.84506 -0.71305 -0.43260
C: -1.00367 -1.67266 0.45966
C: -1.08369 1.77264 -0.74755
H: 3.05506 0.57024 0.65345
H: 1.54423 -1.03136 0.06215
H: -1.43287 -0.53451 -1.32198
H: -1.76282 -2.42086 0.27492
H: -0.42269 -1.70884 1.37563
H: -0.22002 2.43014 -0.92164
H: -1.37939 1.97370 0.30285

(5)
Molecular formula: C4H7NO
Method: DFT, the ωB97M-V functional and the def2-TZVPD basis

As for the spin multiplicity: 1. The structure (SMILES) is C#CON(C)C. The value obtained for the HOMO-LUMO gap is 9.653 eV. The calculation puts the HOMO energy at -0.3193 hartree.

Atoms and positions in Å:
C: 2.88791 -1.61058 0.57111
C: 1.88785 -1.33695 -0.08607
O: 0.75509 -1.24522 -0.62434
N: 0.13658 0.00243 -0.32460
C: -0.98060 0.26776 -1.16981
C: -0.04832 0.21164 1.04659
H: 3.91811 -1.70041 0.84422
H: -0.76251 -0.39601 -1.95059
H: -1.94464 -0.11568 -0.80640
H: -0.95422 1.36993 -1.32757
H: 0.83794 -0.00809 1.56509
H: -0.24560 1.27753 1.15481
H: -0.96444 -0.41419 1.58923

(6)
Molecular formula: C4H7NO
Method: DFT, the ωB97M-V functional and the def2-TZVPD basis

As for the spin multiplicity: 1. The structure (SMILES) is O=CNC1CC1. The value obtained for the HOMO-LUMO gap is 10.758 eV. The calculation puts the HOMO energy at -0.3568 hartree.

Atoms and positions in Å:
O: -1.32928 2.90456 -0.48824
C: -1.20282 1.69672 -0.48937
N: -0.31539 1.02765 0.30456
C: -0.22757 -0.40278 0.40658
C: 1.11996 -1.00004 0.66496
C: 0.49880 -1.14402 -0.69205
H: -1.80305 1.03368 -1.14526
H: 0.21015 1.60460 0.94862
H: -1.07021 -0.89284 0.89379
H: 1.95888 -0.32134 0.79006
H: 1.14089 -1.87713 1.30452
H: 0.13998 -2.11953 -1.00966
H: 0.91047 -0.52663 -1.48503

(7)
Molecular formula: C4H7NO
Method: DFT, the ωB97M-V functional and the def2-TZVPD basis

As for the spin multiplicity: 1. The value obtained for the HOMO-LUMO gap is 8.781 eV. The calculation puts the HOMO energy at -0.2899 hartree.

Atoms and positions in Å:
C: -1.11491 0.07312 -0.16918
C: -0.02309 0.43982 -1.20707
O: 1.23781 -0.13451 -0.90794
C: 1.47306 0.60000 1.29369
N: 0.54589 -0.19845 1.52994
C: -0.56357 -0.62800 1.05086
H: -1.57857 0.99880 0.20410
H: -1.91342 -0.51233 -0.63337
H: -0.29491 0.10883 -2.21114
H: 0.13409 1.51944 -1.23669
H: 2.45479 0.26634 0.98658
H: -1.21284 -1.23818 1.66932
H: 1.02568 -0.99403 -0.50615

(8)
Molecular formula: C4H7NO
Method: DFT, the ωB97M-V functional and the def2-TZVPD basis

As for the spin multiplicity: 1. The structure (SMILES) is O=C1CCCN1. The value obtained for the HOMO-LUMO gap is 10.467 eV. The calculation puts the HOMO energy at -0.3503 hartree.

Atoms and positions in Å:
O: 2.42271 0.70498 -0.46435
C: 1.25173 0.42685 -0.28584
C: 0.70089 -0.97829 -0.26050
C: -0.69204 -0.83300 0.39305
C: -1.06607 0.64882 0.11839
N: 0.23171 1.28324 -0.00662
H: 0.62945 -1.36791 -1.28115
H: 1.53512 -1.50810 0.21671
H: -1.45054 -1.51079 -0.01485
H: -0.64938 -0.99795 1.47349
H: -1.65343 0.75813 -0.80546
H: -1.64322 1.09566 0.93571
H: 0.38308 2.27837 -0.01857

(9)
Molecular formula: C4H7NO
Method: DFT, the ωB97M-V functional and the def2-TZVPD basis

As for the spin multiplicity: 1. The structure (SMILES) is O[C@H]1C[C@]12C=N2.[H][H]. The value obtained for the HOMO-LUMO gap is 10.621 eV. The calculation puts the HOMO energy at -0.3522 hartree.

Atoms and positions in Å:
O: -0.80897 -1.51235 0.50974
C: -0.56441 -0.16947 0.79903
C: 0.71630 0.24454 1.54709
C: 0.52559 0.52555 0.10719
C: 0.91742 1.28840 -1.03280
N: 1.30182 0.09006 -1.10243
H: -0.12053 -1.80745 -0.10352
H: -1.48570 0.34983 1.05298
H: 1.39881 -0.55967 1.81690
H: 0.65215 1.05414 2.27173
H: 0.97685 2.20076 -1.61527
H: -1.61441 -0.97491 -1.85207
H: -1.98386 -0.77278 -2.46526

(10)
Molecular formula: C4H7NO
Method: DFT, the ωB97M-V functional and the def2-TZVPD basis

As for the spin multiplicity: 1. The structure (SMILES) is CC(C)=NC=O. The value obtained for the HOMO-LUMO gap is 10.649 eV. The calculation puts the HOMO energy at -0.3579 hartree.

Atoms and positions in Å:
C: -1.49786 -0.89953 0.36253
C: -0.19017 -0.22609 0.03741
C: -0.27101 1.23089 -0.34257
N: 0.87692 -0.91927 0.10491
C: 2.14950 -0.38174 -0.05091
O: 2.62701 0.50590 0.61743
H: -1.43582 -1.96923 0.15788
H: -2.32999 -0.46034 -0.19570
H: -1.71172 -0.76679 1.42947
H: -0.85208 1.33284 -1.26890
H: -0.81530 1.78206 0.43270
H: 0.70988 1.68847 -0.46823
H: 2.74062 -0.91716 -0.81603

(11)
Molecular formula: C4H7NO
Method: DFT, the ωB97M-V functional and the def2-TZVPD basis

As for the spin multiplicity: 1. The structure (SMILES) is C[C@H]1CN1C=O. The value obtained for the HOMO-LUMO gap is 10.911 eV. The calculation puts the HOMO energy at -0.3636 hartree.

Atoms and positions in Å:
C: -1.28698 -0.03595 0.58810
C: -0.40529 -0.79932 -0.38270
C: 0.31239 0.04484 -1.37372
N: 1.01475 -0.47739 -0.22932
C: 1.42906 0.38012 0.78531
O: 1.90078 1.47528 0.59315
H: -0.57052 0.59481 1.16568
H: -1.88891 -0.70648 1.21549
H: -1.94354 0.69331 0.10977
H: -0.59285 -1.85626 -0.58258
H: 0.63181 -0.34106 -2.33535
H: 0.04218 1.10048 -1.34892
H: 1.35710 -0.07239 1.79508

(12)
Molecular formula: C4H7NO
Method: DFT, the ωB97M-V functional and the def2-TZVPD basis

As for the spin multiplicity: 1. The structure (SMILES) is CN1C[C@H]1C=O. The value obtained for the HOMO-LUMO gap is 10.325 eV. The calculation puts the HOMO energy at -0.3447 hartree.

Atoms and positions in Å:
C: -0.83559 0.12758 -1.62350
N: 0.09007 0.43648 -0.56871
C: 1.01844 -0.53581 -0.13516
C: -0.17806 -0.04575 0.74804
C: 0.24510 0.59233 2.01628
O: -0.35402 0.47599 3.06033
H: -0.26639 0.22262 -2.55079
H: -1.62861 0.87399 -1.59554
H: -1.27227 -0.88446 -1.57875
H: 1.04827 -1.58629 -0.32316
H: 2.03102 -0.16195 -0.25136
H: -1.15275 -0.54676 0.84690
H: 1.25480 1.03205 1.95542

(13)
Molecular formula: C4H7NO
Method: DFT, the ωB97M-V functional and the def2-TZVPD basis

As for the spin multiplicity: 1. The structure (SMILES) is C[C@H]1CN1C=O. The value obtained for the HOMO-LUMO gap is 10.939 eV. The calculation puts the HOMO energy at -0.3651 hartree.

Atoms and positions in Å:
C: 1.64812 0.92009 0.17358
C: 0.18084 0.56304 0.29142
C: -0.76181 0.31819 -0.82185
N: -0.20930 -0.80549 -0.09215
C: -1.19201 -1.70002 0.36849
O: -2.38419 -1.51455 0.40747
H: 2.15181 0.75521 1.13262
H: 1.77664 1.97865 -0.08396
H: 2.15231 0.31205 -0.58271
H: -0.31483 1.01617 1.15113
H: -1.79975 0.54755 -0.58880
H: -0.49549 0.30050 -1.87271
H: -0.75234 -2.69139 0.51745

(14)
Molecular formula: C4H7NO
Method: DFT, the ωB97M-V functional and the def2-TZVPD basis

As for the spin multiplicity: 1. The structure (SMILES) is C=C(C)C(N)=O. The value obtained for the HOMO-LUMO gap is 10.435 eV. The calculation puts the HOMO energy at -0.3547 hartree.

Atoms and positions in Å:
C: -1.16279 0.51771 1.33655
C: -0.59855 -0.11780 0.35186
C: -1.16999 -1.47255 -0.12562
C: 0.68701 0.33093 -0.21351
N: 0.99821 -0.11610 -1.46020
O: 1.38034 1.25180 0.36449
H: -2.21683 0.39051 1.82602
H: -0.63948 1.19489 1.72609
H: -1.56726 -1.33427 -1.16765
H: -0.44486 -2.19923 -0.07202
H: -2.00891 -1.76085 0.44307
H: 0.44001 -0.99342 -1.70482
H: 1.87306 -0.04908 -1.84092

(15)
Molecular formula: C4H7NO2
Method: DFT, the ωB97M-V functional and the def2-TZVPD basis

Its expectation value of S² is 0.757. As for the spin multiplicity: 2. The charge is -1. The value obtained for the HOMO-LUMO gap (spin up / spin down) is 6.694 / 6.429 eV. The calculation puts the HOMO energy (spin up / spin down) at -0.1072 / -0.0989 hartree.

Atoms and positions in Å:
C: 1.43981 0.83376 -0.29476
N: 0.81173 -0.22883 0.24795
C: 1.51028 -1.41289 0.72265
C: -0.58734 -0.15663 0.50684
C: -1.52158 -0.35145 -0.49957
O: -2.76379 -0.49375 -0.38886
O: 0.95831 1.85787 -0.74721
H: 2.52775 0.62518 -0.36601
H: 0.77840 -1.93088 1.33674
H: 2.39332 -1.21780 1.34560
H: 1.71662 -2.10291 -0.10306
H: -1.24034 1.11159 2.11169
H: -0.86754 0.57028 1.43437
H: -1.09347 -0.38128 -1.53204

(16)
Molecular formula: C4H7NO2
Method: DFT, the ωB97M-V functional and the def2-TZVPD basis

As for the spin multiplicity: 1. The structure (SMILES) is O[C@@H]1CN=COC1. The value obtained for the HOMO-LUMO gap is 10.459 eV. The calculation puts the HOMO energy at -0.3531 hartree.

Atoms and positions in Å:
O: 1.51746 1.05272 -0.12227
C: 0.98208 -0.23366 0.11395
C: 0.18667 -0.76884 -1.08149
N: -1.14761 -0.18957 -1.19709
C: -1.52656 0.64065 -0.32691
O: -0.97474 0.86020 0.90178
C: -0.02667 -0.16271 1.25454
H: 0.83721 1.69197 0.13483
H: 1.83070 -0.88751 0.34648
H: 0.13546 -1.86470 -1.05917
H: 0.68369 -0.48214 -2.01233
H: -2.35036 1.32295 -0.52963
H: -0.53747 -1.12953 1.36612
H: 0.39014 0.15018 2.21121

(17)
Molecular formula: C4H7NO2
Method: DFT, the ωB97M-V functional and the def2-TZVPD basis

As for the spin multiplicity: 1. The structure (SMILES) is O=C[C@@H]1NCC1=O.[H][H]. The value obtained for the HOMO-LUMO gap is 10.381 eV. The calculation puts the HOMO energy at -0.3672 hartree.

Atoms and positions in Å:
O: 1.79872 0.41954 1.38291
C: 1.52922 -0.35268 0.49361
C: 0.75933 0.09420 -0.74030
N: 0.31744 1.49106 -0.64426
C: -1.02515 1.09431 -0.15500
C: -0.74434 -0.26832 -0.76437
O: -1.38280 -1.15190 -1.25355
H: 1.86236 -1.40697 0.53252
H: 1.31226 -0.20002 -1.64192
H: 0.86243 1.99164 0.05370
H: -1.09026 1.00962 0.94203
H: -1.87678 1.66235 -0.53741
H: -1.19330 -2.09366 1.52292
H: -1.12914 -2.28917 0.80914

(18)
Molecular formula: C4H7NO2
Method: DFT, the ωB97M-V functional and the def2-TZVPD basis

As for the spin multiplicity: 1. The value obtained for the HOMO-LUMO gap is 8.799 eV. The calculation puts the HOMO energy at -0.2998 hartree.

Atoms and positions in Å:
O: -1.10777 -1.13396 1.46963
C: -0.85757 -0.40388 0.33726
C: -0.30140 2.12347 -0.15590
O: 0.20759 0.59868 0.60373
C: 1.35303 0.05960 0.03910
N: 1.21943 -0.92870 -0.72889
C: -0.22508 -1.17561 -0.82488
H: -0.39634 -1.77460 1.61273
H: -1.72037 0.21192 0.10366
H: 0.52514 2.15494 -0.89490
H: 0.05481 2.75540 0.67697
H: 2.27525 0.55588 0.31922
H: -0.57688 -0.79940 -1.79034
H: -0.44982 -2.24375 -0.76739

(19)
Molecular formula: C4H7NO2
Method: DFT, the ωB97M-V functional and the def2-TZVPD basis

As for the spin multiplicity: 1. The structure (SMILES) is O/N=C1/CC[C@H]1O. The value obtained for the HOMO-LUMO gap is 10.382 eV. The calculation puts the HOMO energy at -0.3478 hartree.

Atoms and positions in Å:
O: -1.61600 -1.55798 -1.56787
N: -1.47906 -0.28418 -1.06554
C: -0.34526 0.04115 -0.60133
C: -0.23761 1.38162 0.04647
C: 0.90273 0.79858 0.93825
C: 0.96729 -0.47265 0.01992
O: 1.03779 -1.73588 0.60497
H: -2.57736 -1.62292 -1.64242
H: -1.25292 1.58509 0.39300
H: 0.06183 2.20572 -0.60456
H: 0.60699 0.54916 1.96266
H: 1.83250 1.37642 0.98628
H: 1.81361 -0.43066 -0.67228
H: 0.28548 -1.83346 1.20245

(20)
Molecular formula: C4H7NO2
Method: DFT, the ωB97M-V functional and the def2-TZVPD basis

As for the spin multiplicity: 1. The structure (SMILES) is OCC1=CONC1. The value obtained for the HOMO-LUMO gap is 9.175 eV. The calculation puts the HOMO energy at -0.3077 hartree.

Atoms and positions in Å:
O: -2.07131 0.42317 -1.11306
C: -1.02983 1.18677 -0.52021
C: 0.08238 0.30690 -0.05531
C: 1.31910 0.21202 -0.53416
O: 2.06461 -0.79882 -0.02916
N: 1.21556 -1.51904 0.90860
C: -0.09323 -0.82015 0.93625
H: -1.65842 -0.13627 -1.78463
H: -0.64212 1.94787 -1.21620
H: -1.50234 1.71465 0.31547
H: 1.83781 0.80220 -1.28289
H: 1.70045 -1.35912 1.78863
H: -0.89728 -1.50613 0.63911
H: -0.32537 -0.45405 1.94759